1.
Below is a molecular structure, C33H52N3O3P2Ti, with properties calculated with ωB97M-V with the def2-TZVPD basis set.

Output
Relative energy (zero: lowest compared OMol25 entry of this formula, charge and spin) (eV): 2.750
Lowest unoccupied orbital energy (spin up / spin down) (Ha): -0.1177 / -0.1176
Molecular weight (g mol⁻¹): 648.61
Kohn-Sham gap (spin up / spin down) (eV): 4.8 / 4.8

Structure (ORCA input):
```
! RIJCOSX wB97M-V def2-TZVPD def2/J DEFGRID3
* xyz 1 3
C -1.678 -1.922 -1.468
C 0.459 -2.148 -2.426
C -2.197 -2.911 -2.304
C -0.143 -2.859 -3.493
C -1.420 -3.386 -3.355
H -3.218 -3.260 -2.151
H 0.478 -3.095 -4.356
H -1.854 -4.081 -4.081
N -0.389 -1.520 -1.510
P -2.476 0.440 0.064
P 2.497 -1.195 -0.887
C -2.700 -1.304 -0.520
H -3.679 -1.290 -1.034
H -2.789 -1.956 0.368
C -0.458 1.710 0.897
O -0.631 2.703 1.527
C 1.891 -2.052 -2.332
H 2.415 -1.803 -3.251
C 3.901 0.196 -1.226
C 3.185 -2.927 -0.320
C -3.339 1.444 -1.292
C -3.549 0.446 1.646
C 3.499 1.589 -0.699
H 3.199 1.570 0.359
H 4.383 2.247 -0.784
H 2.685 2.039 -1.279
C 5.186 -0.187 -0.477
H 5.024 -0.219 0.611
H 5.617 -1.140 -0.805
H 5.942 0.594 -0.663
C 4.128 0.276 -2.735
H 4.935 1.003 -2.921
H 4.436 -0.687 -3.163
H 3.230 0.634 -3.257
C 3.903 -2.866 1.021
H 3.217 -2.534 1.809
H 4.250 -3.878 1.281
H 4.776 -2.207 1.007
C 1.997 -3.901 -0.196
H 1.223 -3.510 0.478
H 1.523 -4.107 -1.162
H 2.351 -4.860 0.211
C 4.110 -3.365 -1.471
H 3.596 -3.318 -2.447
H 5.009 -2.743 -1.548
H 4.408 -4.412 -1.338
C -3.771 1.893 2.111
H -4.231 1.871 3.111
H -2.837 2.456 2.195
H -4.459 2.447 1.464
C -2.764 -0.303 2.735
H -2.525 -1.333 2.447
H -1.836 0.214 3.000
H -3.382 -0.349 3.647
C -4.924 -0.240 1.527
H -5.392 -0.226 2.526
H -5.611 0.278 0.851
H -4.843 -1.287 1.211
C -2.894 0.945 -2.675
H -3.329 1.614 -3.433
H -1.811 0.967 -2.790
H -3.252 -0.070 -2.882
C -2.891 2.899 -1.091
H -1.821 3.019 -1.270
H -3.415 3.524 -1.826
H -3.128 3.291 -0.095
C -4.875 1.359 -1.265
H -5.225 0.321 -1.358
H -5.323 1.832 -0.381
H -5.246 1.907 -2.147
Ti 0.144 0.080 -0.013
N 0.126 1.749 -1.707
C 0.085 2.598 -2.563
C 0.482 2.746 -3.970
C 0.658 3.976 -4.599
C 0.794 1.560 -4.677
C 0.859 4.030 -5.982
H 0.711 4.855 -3.971
C 1.106 1.630 -6.040
H 0.859 0.599 -4.144
C 1.067 2.857 -6.716
H 0.885 4.980 -6.511
H 1.390 0.726 -6.572
H 1.213 2.895 -7.803
N 1.904 -0.290 4.327
C 1.170 -1.427 3.636
C 0.815 -0.922 2.252
O 0.001 -1.496 1.443
O 1.340 0.168 1.897
H 2.751 -0.014 3.809
H 2.198 -0.515 5.290
H 1.324 0.561 4.390
H 1.838 -2.300 3.636
H 0.301 -1.675 4.252
*
```

Here are the Mulliken charges for atoms 1 to 4, given in e: 0.01 -0.56 -0.81 -1.17

2.
Below is a molecular structure, C33H53AlBrCsFMgN4O3, with properties calculated with ωB97M-V with the def2-TZVPD basis set.

Output
Relative energy (zero: lowest compared OMol25 entry of this formula, charge and spin) (eV): 4.152
Lowest unoccupied orbital energy (Ha): -0.1911
Molecular weight (g mol⁻¹): 836.91
Kohn-Sham gap (eV): 1.0

Structure (ORCA input):
```
! RIJCOSX wB97M-V def2-TZVPD def2/J DEFGRID3
* xyz 1 1
C 2.273 3.090 -0.103
C 3.104 2.083 -0.997
C 2.260 1.625 -2.291
C 0.832 1.020 -1.921
C 0.194 0.178 -3.111
C 0.017 1.008 -4.419
C -1.429 1.628 -4.690
C -2.669 0.981 -3.933
C -3.125 1.577 -2.503
C -2.446 2.918 -1.975
C -3.203 4.256 -2.470
Al -1.911 5.856 -2.599
C -0.027 5.331 -3.252
N 0.726 6.552 -3.792
H 1.912 3.975 -0.719
H 2.970 3.451 0.724
H 1.370 2.599 0.374
H 4.040 2.584 -1.382
H 3.421 1.148 -0.429
H 2.220 2.487 -3.026
H 2.842 0.791 -2.813
H 1.025 0.253 -1.110
H 0.118 1.753 -1.480
H 0.968 -0.637 -3.321
H -0.713 -0.364 -2.724
H 0.769 1.864 -4.448
H 0.289 0.356 -5.313
H -1.627 1.480 -5.803
H -1.341 2.760 -4.581
H -3.571 1.052 -4.637
H -2.492 -0.137 -3.813
H -4.239 1.804 -2.592
H -3.065 0.745 -1.734
H -1.352 3.031 -2.202
H -2.566 2.964 -0.751
H -3.940 4.524 -1.637
H -3.835 4.078 -3.389
H -1.706 6.497 -1.131
H -2.607 6.971 -3.519
H 0.568 4.868 -2.391
H -0.085 4.587 -4.102
H 1.558 6.673 -3.188
H 1.091 6.234 -4.719
Cs 3.223 6.602 -3.834
C 5.303 -1.767 8.839
N 4.653 -1.972 7.531
C 3.415 -1.470 7.326
C 2.793 -1.608 6.101
C 3.441 -2.266 5.050
C 4.713 -2.792 5.308
C 5.297 -2.637 6.548
C 2.834 -2.384 3.716
C 3.485 -1.878 2.587
C 2.931 -2.035 1.333
N 1.760 -2.680 1.178
C 1.092 -3.160 2.245
C 1.608 -3.021 3.520
C 1.199 -2.883 -0.169
H 4.655 -2.181 9.611
H 5.440 -0.694 8.978
H 6.268 -2.270 8.855
H 2.945 -0.952 8.152
H 1.807 -1.177 5.966
H 5.257 -3.331 4.540
H 6.281 -3.031 6.766
H 4.430 -1.354 2.677
H 3.418 -1.655 0.444
H 0.152 -3.664 2.058
H 1.056 -3.435 4.358
H 0.202 -2.443 -0.188
H 1.157 -3.958 -0.345
H 1.826 -2.403 -0.917
C -4.853 4.313 -6.254
C -5.550 3.851 -7.488
N -6.096 3.491 -8.447
H -3.798 4.497 -6.462
H -5.311 5.235 -5.894
H -4.936 3.549 -5.480
C -0.264 -6.235 4.958
C -0.537 -7.103 5.944
C -1.666 -8.058 5.835
O -1.913 -8.842 6.726
C -2.472 -8.012 4.600
C -2.195 -7.144 3.621
C -1.070 -6.194 3.731
O -0.815 -5.399 2.836
H 0.558 -5.528 5.020
H 0.049 -7.150 6.857
H -3.293 -8.715 4.534
H -2.778 -7.098 2.710
C -6.041 0.954 -5.855
O -6.405 0.750 -4.590
H -5.914 2.006 -6.180
H -5.068 0.516 -6.181
H -6.719 0.570 -6.648
F 0.494 0.747 0.516
Mg -0.740 -5.102 6.973
Br -1.924 2.110 0.292
*
```

Here are the Mulliken charges for atoms 1 to 4, given in e: -0.63 -0.24 -0.39 1.08

3.
Below is a molecular structure, C33H53BN10O2S3V, with properties calculated with ωB97M-V with the def2-TZVPD basis set.

Output
Relative energy (zero: lowest compared OMol25 entry of this formula, charge and spin) (eV): 2.431
Lowest unoccupied orbital energy (spin up / spin down) (Ha): -0.4301 / -0.4207
Molecular weight (g mol⁻¹): 779.81
Kohn-Sham gap (spin up / spin down) (eV): 6.6 / 6.9

Structure (ORCA input):
```
! RIJCOSX wB97M-V def2-TZVPD def2/J DEFGRID3
* xyz 4 2
V 0.900 1.763 -0.077
C 2.735 -2.053 -3.311
C 3.440 -1.194 -2.312
C 4.823 -1.069 -2.300
C 5.464 -0.273 -1.348
N 4.749 0.342 -0.392
N 3.456 0.233 -0.396
B 2.675 0.840 0.841
N 3.587 1.760 1.667
N 4.459 1.194 2.502
C 5.297 1.990 3.139
C 5.281 3.386 2.907
C 4.371 3.967 2.064
C 4.287 5.438 1.810
C 3.485 3.066 1.449
S 2.167 3.553 0.421
C 6.279 1.391 4.123
C 7.706 1.705 3.644
C 6.033 2.042 5.496
C 6.099 -0.118 4.232
N 2.140 -0.346 1.700
N 2.936 -1.409 1.787
C 2.565 -2.408 2.566
C 1.392 -2.299 3.345
C 0.546 -1.223 3.219
C -0.739 -1.097 3.973
C 0.949 -0.239 2.297
S -0.077 1.120 1.852
C 3.454 -3.642 2.540
C 4.877 -3.242 2.950
C 3.469 -4.170 1.096
C 2.931 -4.730 3.478
C 2.783 -0.468 -1.327
S 1.044 -0.515 -0.989
C 6.962 -0.108 -1.247
C 7.662 -0.556 -2.530
C 7.412 -0.991 -0.064
C 7.298 1.361 -0.952
H 3.093 -1.839 -4.318
H 1.653 -1.928 -3.293
H 2.959 -3.103 -3.109
H 5.409 -1.597 -3.040
H 5.993 4.014 3.427
H 4.550 5.664 0.774
H 4.967 5.983 2.459
H 3.274 5.805 1.982
H 7.901 2.776 3.574
H 7.904 1.251 2.671
H 8.420 1.294 4.357
H 6.195 3.120 5.478
H 6.730 1.622 6.221
H 5.019 1.849 5.851
H 6.288 -0.606 3.276
H 5.092 -0.380 4.557
H 6.808 -0.508 4.961
H 1.133 -3.097 4.027
H -0.857 -1.914 4.680
H -1.591 -1.108 3.290
H -0.775 -0.154 4.522
H 5.273 -2.479 2.279
H 5.522 -4.119 2.902
H 4.905 -2.860 3.971
H 3.895 -3.429 0.416
H 2.464 -4.436 0.757
H 4.083 -5.069 1.049
H 2.933 -4.407 4.521
H 3.585 -5.598 3.412
H 1.927 -5.062 3.208
H 7.563 -1.629 -2.706
H 8.728 -0.352 -2.441
H 7.297 -0.014 -3.405
H 7.188 -2.045 -0.241
H 6.926 -0.676 0.861
H 8.491 -0.894 0.059
H 6.947 2.019 -1.750
H 8.380 1.467 -0.886
H 6.865 1.688 -0.007
N -0.826 2.984 -1.333
C -0.637 2.571 -2.766
C -1.904 2.042 -3.431
C -1.829 1.878 -4.962
C -2.299 3.138 -5.704
N -2.292 3.000 -7.159
C -3.369 2.888 -7.952
N -4.551 2.537 -7.454
N -3.249 3.128 -9.251
C 0.511 1.590 -2.528
O 1.642 1.955 -2.319
O 0.134 0.322 -2.170
H -1.725 2.639 -0.998
H -0.868 3.998 -1.251
H -0.204 3.407 -3.313
H -2.704 2.746 -3.182
H -2.177 1.092 -2.967
H -2.452 1.034 -5.260
H -0.811 1.628 -5.277
H -1.661 3.990 -5.461
H -3.306 3.414 -5.386
H -1.415 3.154 -7.630
H -4.646 2.132 -6.540
H -5.383 2.587 -8.021
H -2.445 3.601 -9.631
H -3.989 2.898 -9.896
*
```

Here are the Mulliken charges for atoms 1 to 4, given in e: -0.34 -1.78 0.08 -0.09

4.
Below is a molecular structure, C33H53CaN4O8P2, with properties calculated with ωB97M-V with the def2-TZVPD basis set.

Output
Relative energy (zero: lowest compared OMol25 entry of this formula, charge and spin) (eV): 0.000
Lowest unoccupied orbital energy (spin up / spin down) (Ha): 0.0836 / 0.0836
Molecular weight (g mol⁻¹): 735.83
Kohn-Sham gap (spin up / spin down) (eV): 2.4 / 2.4

Structure (ORCA input):
```
! RIJCOSX wB97M-V def2-TZVPD def2/J DEFGRID3
* xyz -1 1
Ca -0.361 -0.619 1.102
C -0.450 0.963 3.078
C 0.556 0.110 3.874
C 1.635 -0.673 3.170
C 2.433 -1.538 3.936
C 3.539 -2.136 3.393
C 3.849 -1.867 2.082
C 3.016 -1.013 1.390
N 1.940 -0.403 1.898
N -1.790 0.438 2.672
C -2.556 -0.141 3.757
C -2.216 -1.605 3.905
C -2.625 -2.362 4.997
C -2.225 -3.687 5.063
C -1.443 -4.207 4.042
C -1.097 -3.373 2.989
N -1.475 -2.098 2.913
C -2.558 1.548 2.094
C -3.327 0.928 0.937
C -4.407 1.508 0.295
C -5.000 0.797 -0.748
C -4.485 -0.439 -1.092
C -3.384 -0.931 -0.373
N -2.811 -0.258 0.624
H 0.065 1.352 2.176
H -0.643 1.842 3.716
H 0.042 -0.534 4.591
H 1.120 0.819 4.491
H 2.194 -1.706 4.981
H 4.165 -2.787 3.992
H 4.717 -2.303 1.605
H 3.214 -0.779 0.378
H -3.626 -0.098 3.535
H -2.393 0.402 4.702
H -3.230 -1.923 5.783
H -2.517 -4.307 5.904
H -1.109 -5.236 4.059
H -0.489 -3.712 2.157
H -1.911 2.336 1.695
H -3.235 2.012 2.823
H -4.784 2.480 0.596
H -5.853 1.208 -1.280
H -4.920 -1.023 -1.894
H -2.915 -1.903 -0.577
C -0.096 -0.837 -4.835
C -0.255 -1.829 -3.690
C 0.593 -3.077 -3.865
O -0.077 -1.261 -2.399
P 1.124 -0.429 -1.832
O 1.384 -0.633 -0.390
C 0.734 1.291 -2.181
P -0.399 1.946 -0.961
O -1.285 0.901 -0.396
O 0.425 2.717 0.161
C 1.325 3.833 0.085
C 1.132 4.786 -1.083
C 2.757 3.328 0.169
O -1.128 3.138 -1.775
C -2.205 2.922 -2.701
C -3.485 3.420 -2.087
C -1.879 3.699 -3.968
O 2.331 -0.761 -2.860
C 3.719 -0.946 -2.559
C 4.326 0.268 -1.870
C 3.955 -2.262 -1.833
H -0.331 -1.312 -5.790
H 0.920 -0.440 -4.896
H -0.774 0.011 -4.702
H -1.298 -2.157 -3.700
H 1.651 -2.838 -3.992
H 0.271 -3.640 -4.745
H 0.505 -3.716 -2.985
H 0.279 1.373 -3.171
H 1.655 1.875 -2.211
H 1.136 4.407 0.997
H 1.261 4.287 -2.045
H 1.855 5.601 -1.025
H 0.135 5.223 -1.067
H 3.065 2.844 -0.761
H 2.861 2.591 0.968
H 3.447 4.152 0.359
H -2.286 1.857 -2.947
H -3.397 4.478 -1.819
H -3.700 2.879 -1.176
H -4.327 3.299 -2.772
H -1.754 4.762 -3.749
H -2.665 3.583 -4.714
H -0.935 3.353 -4.400
H 4.209 -1.035 -3.534
H 3.914 0.421 -0.874
H 4.122 1.174 -2.449
H 5.407 0.157 -1.774
H 3.562 -2.257 -0.825
H 5.025 -2.479 -1.775
H 3.461 -3.079 -2.359
O -1.108 -1.979 -0.235
C 1.623 -3.703 1.121
O 1.019 -2.517 1.114
H 1.615 -4.272 2.093
H 2.711 -3.728 0.869
H 1.217 -4.470 0.408
*
```

Here are the Mulliken charges for atoms 1 to 4, given in e: 0.54 -1.09 -1.50 1.90

5.
Below is a molecular structure, C33H53N2NiO2P2S, with properties calculated with ωB97M-V with the def2-TZVPD basis set.

Output
Relative energy (zero: lowest compared OMol25 entry of this formula, charge and spin) (eV): 1.123
Lowest unoccupied orbital energy (spin up / spin down) (Ha): -0.0862 / -0.0849
Molecular weight (g mol⁻¹): 662.51
Kohn-Sham gap (spin up / spin down) (eV): 7.0 / 7.4

Structure (ORCA input):
```
! RIJCOSX wB97M-V def2-TZVPD def2/J DEFGRID3
* xyz 1 3
C 2.116 -1.961 -0.848
C 1.711 0.144 -1.863
C 2.949 -2.335 -1.909
C 2.522 -0.199 -2.958
C 3.164 -1.438 -2.968
H 3.405 -3.328 -1.912
H 2.637 0.506 -3.786
H 3.811 -1.720 -3.805
N 1.551 -0.719 -0.815
P -0.010 -2.516 0.866
P 0.777 2.084 -0.057
C 1.737 -2.908 0.262
H 1.890 -3.955 -0.052
H 2.370 -2.721 1.151
C 0.842 1.362 -1.818
H 1.120 2.082 -2.601
C -0.530 3.502 -0.175
C 2.514 2.829 0.246
C -1.186 -3.326 -0.410
C -0.120 -3.465 2.526
C -1.827 3.069 0.544
H -1.716 3.134 1.637
H -2.631 3.763 0.236
H -2.134 2.043 0.297
C -0.022 4.756 0.567
H 0.105 4.563 1.646
H 0.922 5.150 0.161
H -0.785 5.549 0.459
C -0.852 3.847 -1.643
H -1.247 4.879 -1.688
H 0.033 3.800 -2.297
H -1.628 3.181 -2.054
C 2.568 3.431 1.669
H 1.742 3.052 2.290
H 3.517 3.121 2.144
H 2.536 4.529 1.672
C 3.547 1.680 0.196
H 3.173 0.766 0.682
H 3.847 1.437 -0.835
H 4.452 2.008 0.740
C 2.919 3.874 -0.812
H 2.138 3.993 -1.584
H 3.130 4.864 -0.378
H 3.839 3.531 -1.321
C -1.515 -3.227 3.141
H -1.415 -3.184 4.242
H -1.941 -2.267 2.803
H -2.227 -4.033 2.903
C 0.925 -2.875 3.494
H 1.931 -2.823 3.049
H 0.643 -1.865 3.825
H 0.984 -3.533 4.381
C 0.169 -4.973 2.378
H 0.823 -5.290 3.212
H -0.736 -5.595 2.410
H 0.709 -5.191 1.441
C -0.975 -2.602 -1.758
H -0.840 -3.309 -2.594
H -1.876 -1.998 -1.973
H -0.116 -1.917 -1.714
C -2.628 -3.037 0.067
H -2.697 -1.998 0.432
H -3.317 -3.159 -0.791
H -2.955 -3.727 0.861
C -0.976 -4.832 -0.644
H 0.049 -5.060 -0.987
H -1.191 -5.438 0.251
H -1.671 -5.163 -1.439
Ni 0.190 -0.110 0.802
C 1.575 -0.131 2.146
O 2.352 -0.047 3.033
N -1.078 0.133 -0.923
C -0.614 0.762 -1.936
C -1.350 0.898 -3.224
C -2.763 0.882 -3.189
C -0.715 1.030 -4.478
C -3.511 1.000 -4.362
H -3.241 0.772 -2.211
C -1.466 1.143 -5.657
H 0.378 1.036 -4.544
C -2.866 1.131 -5.605
H -4.606 0.990 -4.313
H -0.953 1.241 -6.620
H -3.453 1.223 -6.525
C -0.710 0.191 4.603
S -1.883 0.057 3.193
C -2.610 1.692 3.566
O -0.956 0.555 2.049
H -1.066 0.895 5.385
H 0.288 0.525 4.299
H -0.674 -0.790 5.122
H -1.814 2.463 3.696
H -3.328 1.983 2.778
H -3.173 1.631 4.520
*
```

Here are the Mulliken charges for atoms 1 to 4, given in e: 0.09 -0.88 -1.02 -0.78